No. 1
{"formula": "C47H51F6INO5", "method": "ωB97M-V/def2-TZVPD", "elements": ["C", "C", "C", "I", "C", "C", "C", "C", "O", "C", "O", "O", "N", "O", "C", "C", "C", "O", "H", "H", "H", "H", "H", "H", "H", "H", "H", "H", "H", "H", "H", "H", "H", "H", "H", "H", "H", "H", "H", "F", "C", "C", "C", "C", "C", "C", "H", "H", "H", "H", "H", "F", "C", "C", "C", "C", "C", "C", "H", "H", "H", "H", "H", "F", "C", "C", "C", "C", "C", "C", "H", "H", "H", "H", "H", "F", "C", "C", "C", "C", "C", "C", "H", "H", "H", "H", "H", "F", "C", "C", "C", "C", "C", "C", "H", "H", "H", "H", "H", "F", "C", "C", "C", "C", "C", "C", "H", "H", "H", "H", "H"], "coordinates": [[-2.318067, 3.068066, -1.126399], [-1.121698, 3.348496, -2.068255], [-0.349967, 2.102629, -2.488570], [0.699366, 2.689994, -4.319582], [0.701021, 1.577750, -1.486349], [1.594904, 2.701736, -0.931337], [1.065822, 3.401710, 0.339200], [1.414352, 4.880780, 0.364633], [1.187825, 5.437050, 1.668133], [1.633183, 0.559273, -2.258880], [1.036270, -0.459623, -2.712279], [2.859008, 0.827658, -2.353808], [0.081028, 0.874104, -0.348965], [-1.155291, 0.272120, -0.699649], [0.956585, -0.100238, 0.247948], [0.530734, -0.493900, 1.684558], [0.033259, 0.666747, 2.520784], [-0.632535, 0.177057, 3.702938], [-2.621530, 2.033511, -1.218210], [-2.114667, 3.355436, -0.101376], [-3.153613, 3.665000, -1.482627], [-1.532665, 3.782963, -2.972250], [-0.490819, 4.113974, -1.632994], [-1.015511, 1.322565, -2.817737], [2.563080, 2.295642, -0.677145], [1.771271, 3.455974, -1.693891], [-0.014356, 3.339910, 0.402568], [1.507065, 2.902532, 1.195866], [0.698578, 5.373879, -0.293019], [2.431959, 5.079266, 0.047955], [0.625743, 4.815234, 2.132791], [-1.614303, 0.166244, 0.138789], [0.904362, -1.020026, -0.336118], [1.976185, 0.254270, 0.316215], [-0.234057, -1.269474, 1.687417], [1.423496, -0.902348, 2.149823], [0.887718, 1.246932, 2.865390], [-0.621909, 1.320371, 1.953839], [-1.506783, 0.565199, 3.692834], [2.711071, -3.778543, 2.684341], [2.189230, -4.274482, 1.536654], [1.543705, -5.492386, 1.570406], [1.000686, -5.997873, 0.397726], [1.120254, -5.284197, -0.787652], [1.777965, -4.060437, -0.800882], [2.313351, -3.549755, 0.371565], [1.467086, -6.034411, 2.504867], [0.482461, -6.947592, 0.411171], [0.697489, -5.679596, -1.701427], [1.873062, -3.497738, -1.720879], [2.819566, -2.593024, 0.381018], [-2.426864, -2.676256, 3.453205], [-2.335521, -3.831877, 4.134369], [-1.198632, -4.603101, 4.006722], [-1.112905, -5.791491, 4.715881], [-2.161806, -6.197075, 5.531670], [-3.298447, -5.408383, 5.642458], [-3.386022, -4.213764, 4.942888], [-0.395152, -4.272641, 3.361032], [-0.224453, -6.403248, 4.631922], [-2.091700, -7.126876, 6.080560], [-4.118504, -5.722670, 6.274197], [-4.257101, -3.576375, 5.021263], [-5.367686, 1.491315, 3.632653], [-6.210378, 0.469169, 3.870724], [-7.509755, 0.745509, 4.246699], [-8.376995, -0.310037, 4.487916], [-7.934871, -1.619546, 4.359956], [-6.623038, -1.873458, 3.984264], [-5.751349, -0.824792, 3.731821], [-7.831923, 1.773296, 4.347653], [-9.399790, -0.108978, 4.776924], [-8.612426, -2.440694, 4.552853], [-6.274927, -2.893067, 3.885977], [-4.727016, -1.004873, 3.430384], [5.321299, 6.849810, -4.332135], [4.736813, 6.257434, -5.395045], [4.168993, 5.009139, -5.241485], [3.567436, 4.409948, -6.337220], [3.548436, 5.057513, -7.565450], [4.129158, 6.310977, -7.698664], [4.725780, 6.921912, -6.605276], [4.197073, 4.514740, -4.278825], [3.112301, 3.434661, -6.229344], [3.079554, 4.583863, -8.417831], [4.118237, 6.815827, -8.655778], [5.177508, 7.902111, -6.684540], [4.527280, -5.104418, 7.833776], [5.208308, -4.560270, 6.802448], [6.544577, -4.258720, 6.969212], [7.242979, -3.703683, 5.906643], [6.598032, -3.451868, 4.703629], [5.251665, -3.759365, 4.558632], [4.549351, -4.322410, 5.613588], [7.025767, -4.456682, 7.917940], [8.292638, -3.467202, 6.019289], [7.144541, -3.015429, 3.878372], [4.746829, -3.561038, 3.626042], [3.501571, -4.575185, 5.517679], [-3.408171, 2.793722, -5.479499], [-3.243560, 2.493731, -6.779245], [-2.581483, 1.332504, -7.124161], [-2.419653, 1.025978, -8.466174], [-2.910745, 1.882784, -9.442757], [-3.569788, 3.047393, -9.075113], [-3.743660, 3.356893, -7.733853], [-2.197441, 0.682886, -6.348657], [-1.907238, 0.116763, -8.749729], [-2.778452, 1.642296, -10.489581], [-3.949342, 3.718667, -9.834095], [-4.260301, 4.256212, -7.425935]], "forces_ev_per_angstrom": [[0.12, 0.32, -0.76], [-0.80, -0.22, 0.09], [0.66, 0.69, 0.45], [-0.19, -0.04, -0.07], [0.75, -0.33, -0.74], [-0.67, 0.39, 0.86], [0.37, 0.17, -0.63], [-0.89, -0.31, 0.44], [0.44, 0.15, -0.02], [0.58, -1.12, -1.01], [0.21, 0.84, 0.47], [-0.91, -0.08, 0.33], [0.02, 1.22, 0.47], [0.11, -0.71, -0.39], [-0.80, -1.18, 0.92], [-0.04, 0.43, -0.38], [0.28, -0.35, 0.58], [0.02, 0.12, -0.24], [-0.01, -0.17, 0.31], [0.00, -0.27, 0.26], [-0.19, 0.19, 0.16], [-0.06, 0.11, -0.16], [0.33, 0.02, -0.07], [0.01, -0.29, -0.08], [0.24, -0.19, -0.28], [0.02, -0.06, -0.30], [-0.22, -0.26, 0.20], [-0.07, -0.01, 0.37], [0.30, 0.24, -0.48], [0.20, 0.12, 0.09], [-0.08, -0.06, 0.13], [-0.02, 0.20, 0.16], [0.44, -0.01, -0.30], [0.16, 0.40, -0.47], [-0.10, -0.09, -0.10], [-0.01, -0.32, 0.25], [0.06, 0.30, -0.10], [-0.09, 0.10, -0.16], [-0.18, -0.04, 0.20], [-0.07, 0.00, 0.01], [-0.13, -0.10, -0.25], [-0.06, -0.18, 0.28], [0.05, 0.13, -0.11], [-0.01, -0.03, 0.02], [-0.05, -0.11, -0.05], [0.19, 0.31, 0.02], [0.02, 0.01, 0.00], [0.01, -0.01, 0.03], [-0.01, 0.01, -0.01], [-0.04, 0.10, 0.04], [0.00, 0.00, -0.02], [-0.04, 0.01, -0.03], [0.02, -0.14, 0.09], [0.25, 0.07, -0.16], [-0.17, 0.03, 0.05], [0.02, -0.07, 0.03], [0.13, -0.02, -0.05], [-0.22, 0.10, 0.04], [-0.02, 0.04, 0.00], [0.01, 0.00, -0.02], [0.00, 0.00, 0.00], [-0.01, 0.02, 0.01], [0.01, 0.01, 0.01], [0.02, 0.02, 0.00], [-0.14, -0.16, 0.04], [-0.08, 0.18, 0.02], [0.10, -0.08, -0.02], [-0.05, -0.04, 0.02], [-0.08, 0.06, 0.03], [0.24, -0.06, -0.06], [0.03, 0.01, -0.02], [0.00, 0.02, 0.01], [0.00, 0.00, -0.01], [0.00, -0.01, -0.05], [0.00, 0.01, 0.02], [0.02, 0.02, 0.01], [-0.11, -0.12, -0.18], [0.03, -0.09, 0.25], [0.01, 0.06, -0.12], [-0.01, -0.02, -0.04], [-0.03, -0.09, 0.06], [0.09, 0.19, -0.03], [-0.04, 0.01, 0.00], [0.03, -0.02, 0.05], [-0.01, 0.00, 0.00], [0.00, 0.03, 0.00], [0.01, -0.01, 0.03], [-0.01, -0.02, 0.02], [0.10, 0.09, -0.18], [0.11, -0.04, 0.19], [-0.10, 0.00, -0.08], [0.05, 0.01, -0.01], [0.19, 0.02, 0.06], [-0.21, -0.06, -0.01], [-0.03, -0.02, 0.00], [0.01, 0.01, 0.03], [-0.01, 0.01, -0.01], [-0.03, -0.01, -0.01], [0.00, 0.03, 0.01], [-0.03, 0.01, 0.02], [0.05, -0.04, -0.19], [0.09, -0.19, 0.20], [-0.09, 0.14, -0.05], [0.01, -0.03, -0.07], [0.05, -0.10, 0.03], [-0.09, 0.16, 0.02], [0.02, 0.05, 0.03], [0.03, 0.00, 0.03], [0.00, 0.01, 0.00], [-0.02, 0.01, 0.01], [0.03, 0.00, 0.03]], "charge": -1}

***

No. 2
{"formula": "C47H52BBrClN8O15", "method": "ωB97M-V/def2-TZVPD", "elements": ["C", "C", "C", "Br", "C", "C", "N", "N", "C", "C", "C", "O", "C", "C", "B", "O", "O", "C", "Cl", "H", "H", "H", "H", "H", "H", "H", "H", "H", "H", "H", "H", "H", "H", "H", "H", "H", "H", "H", "H", "H", "H", "C", "C", "C", "C", "C", "C", "N", "O", "O", "H", "H", "H", "H", "H", "C", "C", "C", "C", "C", "C", "N", "O", "O", "H", "H", "H", "H", "H", "C", "C", "C", "C", "C", "C", "N", "O", "O", "H", "H", "H", "H", "H", "C", "C", "C", "C", "C", "C", "N", "O", "O", "H", "H", "H", "H", "H", "C", "C", "C", "C", "C", "C", "N", "O", "O", "H", "H", "H", "H", "H", "C", "C", "C", "C", "C", "C", "N", "O", "O", "H", "H", "H", "H", "H"], "coordinates": [[-4.269384, -1.641112, -2.216919], [-3.017995, -0.833127, -2.549169], [-1.737012, -1.596164, -2.189116], [-1.222876, -2.727269, -3.685266], [-0.492544, -0.788484, -1.729888], [-0.151527, -1.016914, -0.248440], [-0.192779, 0.354264, 0.388151], [-0.422030, 0.446561, 1.810668], [0.671925, -0.235163, 2.519324], [-1.782650, -0.048636, 2.137676], [-2.784978, 1.016132, 2.436498], [-1.997403, -1.223589, 2.149134], [-1.092408, 1.215000, -0.482467], [-0.958680, 2.678542, -0.128329], [-1.506494, 3.779846, -1.153139], [-1.320540, 5.089820, -0.783183], [-2.014699, 3.511856, -2.389357], [-0.626943, 0.736784, -1.855331], [0.992016, 1.458329, -2.176498], [-5.142644, -1.177902, -2.671467], [-4.436350, -1.680518, -1.138101], [-4.176404, -2.661858, -2.589636], [-3.019045, -0.604646, -3.615324], [-3.062495, 0.115290, -2.005658], [-1.994254, -2.312624, -1.410164], [0.346586, -1.067157, -2.358822], [-0.899360, -1.627488, 0.250070], [0.820781, -1.469203, -0.070137], [0.734698, 0.772739, 0.254320], [0.378730, -1.230512, 2.857071], [1.534368, -0.367213, 1.866000], [0.965292, 0.351460, 3.386970], [-2.308584, 1.939002, 2.752052], [-3.438594, 0.642745, 3.224824], [-3.421531, 1.179641, 1.562550], [-2.116051, 0.857554, -0.335647], [0.100080, 2.903645, 0.010661], [-1.455672, 2.858404, 0.826823], [-1.956427, 5.456340, -0.166096], [-2.632841, 2.783902, -2.480320], [-1.260641, 1.047096, -2.676036], [-10.629609, -3.481826, -2.153046], [-10.174478, -2.227037, -1.771290], [-9.108430, -1.641248, -2.434806], [-8.521935, -2.339459, -3.473306], [-8.952374, -3.592549, -3.871328], [-10.019424, -4.163491, -3.198232], [-7.391038, -1.726749, -4.190007], [-7.014150, -0.625011, -3.830059], [-6.885665, -2.353481, -5.097011], [-11.465444, -3.931717, -1.633953], [-10.647853, -1.699703, -0.954830], [-8.735572, -0.667925, -2.154127], [-8.462613, -4.099628, -4.688647], [-10.375687, -5.140907, -3.492869], [1.416029, 4.696808, 1.946795], [1.936902, 5.749054, 2.686443], [2.959085, 5.526047, 3.596322], [3.430160, 4.239131, 3.755249], [2.919033, 3.166754, 3.048503], [1.907801, 3.409898, 2.134684], [4.537280, 3.991977, 4.705654], [4.953325, 4.936612, 5.336390], [4.953098, 2.853567, 4.787301], [0.630717, 4.885988, 1.224372], [1.565207, 6.753659, 2.539250], [3.398209, 6.335400, 4.159937], [3.324704, 2.177626, 3.206440], [1.507599, 2.582770, 1.562408], [3.766322, -6.414382, -0.584161], [4.114332, -5.186993, -1.134649], [3.968578, -4.025875, -0.394472], [3.471761, -4.129119, 0.893116], [3.119803, -5.338089, 1.466221], [3.268755, -6.488944, 0.710212], [3.317258, -2.903841, 1.690948], [3.589067, -1.835030, 1.163456], [2.914967, -3.006683, 2.829829], [3.890741, -7.317906, -1.165639], [4.507652, -5.137958, -2.140802], [4.238784, -3.061738, -0.798132], [2.742232, -5.371669, 2.476975], [3.002358, -7.446124, 1.136209], [-7.160059, 3.342803, 5.165987], [-6.011512, 3.480927, 4.395355], [-5.907165, 2.797550, 3.196415], [-6.950078, 1.985799, 2.797834], [-8.100925, 1.828834, 3.545428], [-8.197480, 2.521018, 4.742979], [-6.810278, 1.262131, 1.520070], [-5.753312, 1.373572, 0.915739], [-7.740355, 0.587778, 1.144232], [-7.248198, 3.879459, 6.100931], [-5.205474, 4.121294, 4.726283], [-5.040246, 2.882261, 2.559693], [-8.893391, 1.183024, 3.198187], [-9.087458, 2.416686, 5.347781], [9.548008, -2.997315, -2.734100], [9.893176, -3.319253, -1.428262], [9.568514, -4.562122, -0.908492], [8.899887, -5.461863, -1.717236], [8.542399, -5.163677, -3.018709], [8.872182, -3.916833, -3.525854], [8.563629, -6.791691, -1.171139], [8.868075, -7.018764, -0.019307], [8.000908, -7.576599, -1.907548], [9.811549, -2.028767, -3.137932], [10.422457, -2.605258, -0.812306], [9.830257, -4.837775, 0.102019], [8.021595, -5.890572, -3.623903], [8.605940, -3.667571, -4.544021], [4.884362, 2.561006, -1.943344], [5.149795, 3.716209, -2.667593], [5.230010, 4.940851, -2.022614], [5.036803, 4.974405, -0.654949], [4.771034, 3.841257, 0.088659], [4.695172, 2.623378, -0.568352], [5.119676, 6.274122, 0.046036], [5.352712, 7.257759, -0.620625], [4.930377, 6.275065, 1.246934], [4.835540, 1.606878, -2.452235], [5.301281, 3.665815, -3.737107], [5.436121, 5.853175, -2.562005], [4.635842, 3.919000, 1.156050], [4.502930, 1.720603, -0.001852]], "forces_ev_per_angstrom": [[0.03, 0.06, 0.05], [-0.06, -0.14, -0.02], [-0.09, 0.05, 0.24], [-0.02, -0.15, -0.14], [0.07, 0.17, -0.29], [-0.24, -0.23, 0.00], [0.05, -0.08, 0.03], [0.10, 0.37, -0.42], [-0.05, -0.45, 0.35], [0.21, -0.05, -0.10], [-0.11, -0.19, 0.27], [-0.12, -0.02, 0.11], [-0.09, 0.05, -0.11], [-0.41, -0.23, -0.11], [0.20, -0.07, 0.04], [0.02, -0.12, -0.13], [-0.38, 0.31, 0.15], [0.16, 0.06, 0.06], [0.05, -0.03, -0.02], [0.01, -0.05, 0.02], [0.05, -0.05, 0.00], [-0.05, 0.01, -0.06], [0.10, 0.17, 0.02], [-0.06, -0.01, -0.03], [0.09, 0.00, 0.03], [0.02, -0.16, 0.09], [0.00, 0.06, 0.04], [0.09, 0.14, -0.05], [0.00, 0.01, 0.04], [0.00, -0.03, -0.08], [0.10, 0.16, 0.07], [0.00, 0.09, -0.06], [0.01, 0.04, -0.06], [-0.06, 0.03, -0.04], [0.01, 0.07, 0.01], [0.06, -0.10, 0.06], [-0.02, 0.21, 0.01], [0.18, 0.02, 0.11], [0.06, 0.17, 0.04], [0.22, -0.23, -0.11], [-0.01, 0.04, 0.05], [0.00, -0.01, 0.00], [0.01, -0.01, 0.00], [-0.02, 0.03, 0.08], [0.02, 0.01, -0.06], [-0.03, -0.03, -0.01], [-0.01, 0.00, 0.02], [0.06, 0.02, -0.07], [-0.09, 0.02, 0.04], [0.02, -0.03, 0.02], [0.00, 0.00, 0.00], [-0.01, 0.00, 0.00], [0.02, 0.01, -0.03], [0.02, 0.02, -0.01], [-0.01, 0.00, 0.00], [0.00, -0.05, 0.06], [0.02, 0.01, -0.06], [-0.02, 0.09, 0.00], [0.04, -0.03, 0.05], [-0.03, -0.05, -0.05], [-0.03, 0.01, 0.03], [-0.07, 0.00, -0.03], [0.01, 0.01, 0.02], [0.02, -0.01, 0.01], [0.02, 0.00, -0.02], [0.00, 0.00, 0.00], [0.02, -0.02, 0.02], [0.02, 0.01, 0.02], [-0.01, -0.01, 0.02], [0.01, 0.02, 0.01], [0.01, -0.05, -0.01], [0.01, 0.00, -0.07], [0.05, 0.05, 0.04], [-0.03, -0.05, 0.01], [0.01, -0.01, -0.01], [0.00, 0.02, 0.04], [-0.14, 0.06, -0.13], [-0.08, 0.01, 0.01], [0.00, 0.00, 0.00], [0.01, 0.01, 0.00], [0.01, 0.01, 0.03], [0.01, 0.02, 0.01], [0.01, 0.00, 0.00], [0.00, -0.02, -0.02], [-0.10, -0.02, 0.02], [0.15, 0.08, 0.02], [0.05, -0.03, -0.13], [-0.05, -0.01, 0.03], [0.01, 0.01, 0.01], [-0.04, -0.08, 0.06], [0.02, 0.00, -0.03], [-0.01, 0.02, -0.02], [0.00, 0.00, 0.01], [-0.01, 0.01, 0.00], [0.02, 0.07, 0.03], [0.01, 0.00, -0.02], [0.00, 0.00, 0.00], [-0.01, -0.02, 0.01], [0.00, 0.01, -0.02], [0.03, 0.02, 0.07], [0.01, 0.02, -0.01], [-0.05, 0.02, -0.12], [0.01, 0.03, 0.03], [0.01, 0.03, 0.01], [-0.02, -0.01, 0.02], [-0.06, 0.01, -0.02], [0.00, 0.00, 0.00], [0.00, 0.00, 0.00], [-0.01, -0.03, -0.01], [0.02, -0.06, 0.06], [0.01, 0.00, 0.00], [-0.01, 0.02, 0.01], [-0.01, -0.01, 0.00], [-0.02, 0.00, -0.07], [0.04, 0.04, 0.04], [0.02, -0.06, 0.02], [-0.02, -0.01, -0.02], [-0.11, -0.04, -0.01], [0.03, 0.02, -0.01], [0.03, -0.01, 0.00], [0.00, 0.00, 0.00], [0.00, 0.00, 0.00], [0.01, 0.01, 0.02], [0.02, 0.03, 0.00], [0.01, -0.01, 0.00]], "charge": 1}

***

It is found that the DFT total energy values, taken in the order of the records, are -85698.9297; -175436.7903 eV.
It is found that the max |F| values, taken in the order of the records, are 1.70; 0.57 eV/A.